(1)
The following is a quantum chemistry calculation of C2H3N3O in the gas phase, from the OMol25 dataset.

The geometry in XYZ format:
```
9
Properties=species:S:1:pos:R:3:forces:R:3
C 1.34868 -0.32498 -0.06514 0.6 -0.1 0.1
N 0.37777 -1.11423 -0.10220 1.3 -1.9 -0.1
N -0.79294 -0.62371 0.41484 -1.3 -0.6 -1.1
C -0.95232 0.71719 -0.06979 -3.7 -2.7 1.1
N -0.03836 1.54916 -0.06846 1.7 1.0 -0.4
O 1.23001 0.94227 0.37068 -0.4 0.8 0.2
H 2.35720 -0.66168 -0.32298 -0.4 0.3 -0.2
H -1.50042 -1.39521 0.15784 0.9 2.5 0.5
H -2.02962 0.91120 -0.31480 1.4 0.6 0.0
```
Forces are in eV/Å.

Results
Charge   0
HOMO level   -9.1137 eV

(2)
The following is a quantum chemistry calculation of a molecular structure, C5H9N5S, from the OMol25 dataset.

The geometry in XYZ format:
```
20
Properties=species:S:1:pos:R:3:forces:R:3
C 2.73395 -0.01129 -0.32520 0.6 1.3 1.5
C 1.14834 -1.54178 0.78149 -2.5 -0.9 0.8
C 0.47391 0.65690 -0.28222 -1.1 -2.0 1.0
C -2.41065 -1.07535 -0.67854 -1.3 -0.4 -0.9
C -2.02392 0.76484 0.13697 1.1 1.1 -0.2
H 2.70043 0.42375 -1.32520 0.7 -0.6 -0.2
H 3.35187 -0.91558 -0.10121 -0.4 0.9 -0.7
H 3.07567 0.87940 0.31303 -0.2 -1.4 -0.6
H -0.15260 -1.59703 0.76291 4.4 -0.6 0.8
H 1.59587 -2.46732 0.16945 -1.1 2.0 1.6
H 1.66779 -1.47680 1.96292 -1.6 -0.1 -3.6
H -2.89671 -1.90304 -1.08645 -1.2 -1.1 -0.2
H -2.94992 2.50119 0.43815 1.7 -1.8 1.5
H -1.43213 2.70419 0.33130 1.4 -0.5 -0.1
N 1.35660 -0.31250 -0.00362 0.8 -0.8 0.4
N -0.87326 0.21777 -0.33409 0.8 -0.6 -0.4
N -1.15794 -1.01138 -0.93966 0.8 1.3 1.1
N -3.04181 -0.02895 -0.08068 0.5 -0.1 0.3
N -2.01379 2.00501 0.75794 -4.1 1.7 -1.2
S 0.84830 2.18796 -0.49730 0.6 2.4 -0.7
```
Forces are in eV/Å.

Results
Charge   0
HOMO level   -8.9845 eV

(3)
The following is a quantum chemistry calculation of a gas-phase ion, C3H5N2S (charge +1), from the OMol25 dataset.

The geometry in XYZ format:
```
11
Properties=species:S:1:pos:R:3:forces:R:3
S 2.53656 -0.53922 -0.35808 -0.7 -0.2 0.5
C 0.74588 -0.29844 -0.17392 0.6 3.0 -0.2
C 0.20513 1.02658 -0.32881 0.2 -3.8 0.7
N -1.17991 0.85987 -0.08342 1.8 -1.3 -0.2
C -1.42869 -0.45653 0.14756 -0.5 -0.7 0.4
N -0.28454 -1.21860 0.11093 -0.2 3.8 -0.5
H 3.02902 0.17900 0.72232 -0.9 -0.5 -0.6
H 0.80882 1.92104 -0.58564 -1.1 -0.6 0.3
H -1.84824 1.63140 -0.09049 0.0 -0.6 0.1
H -2.43385 -0.88617 0.38175 1.1 0.6 -0.4
H -0.15017 -2.21893 0.25780 -0.4 0.4 0.0
```
Forces are in eV/Å.

Results
Charge   +1
HOMO level   -13.7151 eV

(4)
The following is a quantum chemistry calculation of a gas-phase ion, C4H9N2O (charge +1), from the OMol25 dataset.

The geometry in XYZ format:
```
16
Properties=species:S:1:pos:R:3:forces:R:3
C -2.55568 -0.01331 0.56738 -2.5 -0.9 1.7
C -1.45686 0.78963 0.22330 0.8 3.9 3.5
N -0.47267 0.43596 -0.42695 3.2 -1.6 -2.7
C 1.30090 0.75905 -0.62711 -0.9 0.3 -0.2
O 1.37875 1.98622 -1.02662 -1.7 0.4 0.4
N 2.02480 -0.15221 -0.37940 -0.1 1.9 -0.5
C 2.06526 -1.39023 0.19361 0.1 -4.1 0.9
H -2.47513 -0.99723 0.14696 -0.4 -0.5 -0.4
H -2.76304 -0.12869 1.68380 1.0 0.3 -1.2
H -3.44236 0.54872 0.30726 -0.6 -0.2 -0.6
H -1.33290 1.77600 0.72725 -0.4 -0.5 -0.4
H -0.65412 -0.44776 -0.88771 0.5 -0.5 -0.1
H 2.07774 2.28529 -1.60414 0.9 -0.4 -0.2
H 1.79442 -2.23049 -0.50038 0.3 0.9 0.2
H 3.07702 -1.61935 0.52553 0.1 0.1 -0.1
H 1.43387 -1.60159 1.07719 -0.1 0.8 -0.3
```
Forces are in eV/Å.

Results
Charge   +1
HOMO level   -14.7529 eV

(5)
The following is a quantum chemistry calculation of C5H9NO in the gas phase, from the OMol25 dataset.

The geometry in XYZ format:
```
16
Properties=species:S:1:pos:R:3:forces:R:3
C 0.07354 0.08483 1.68734 0.0 0.0 0.1
C -0.10539 -0.05967 0.18148 -0.1 0.2 0.1
C -1.53771 0.33886 -0.24140 -0.1 0.1 0.0
C 0.98361 0.70419 -0.60100 0.0 0.2 0.1
O 1.30734 -0.17555 -1.69133 0.0 -0.1 -0.1
C 0.83925 -1.38245 -1.29233 -0.1 -0.2 0.1
N 0.11436 -1.46032 -0.25770 0.3 0.1 -0.3
H -0.66236 -0.52785 2.21659 0.1 0.1 -0.1
H -0.06784 1.13006 1.98868 0.0 -0.1 0.0
H 1.07299 -0.23359 1.99855 -0.1 0.0 -0.1
H -1.56930 1.34993 -0.67111 0.0 -0.2 0.2
H -1.90650 -0.36786 -0.99022 0.0 0.2 0.1
H -2.22403 0.30768 0.61212 0.1 0.0 -0.2
H 0.66855 1.67053 -1.00715 0.0 -0.2 0.1
H 1.89166 0.83290 0.00465 -0.2 0.0 -0.1
H 1.12185 -2.21169 -1.93719 0.0 0.1 0.2
```
Forces are in eV/Å.

Results
Charge   0
HOMO level   -9.6402 eV

(6)
The following is a quantum chemistry calculation of 2 unconnected molecules or ions with the total composition C6H13NO5, from the OMol25 dataset.

The geometry in XYZ format:
```
25
Properties=species:S:1:pos:R:3:forces:R:3
N -2.44809 -4.26249 -1.40663 0.1 -0.1 0.3
O -3.46837 -4.18695 -2.15240 2.1 -0.1 1.4
O -1.75341 -3.23522 -1.17492 -2.3 -3.1 -0.9
O -2.15378 -5.37879 -0.90205 -0.6 2.4 -1.1
C -1.47450 1.84409 -1.43290 -0.3 0.1 -0.1
C -0.12978 1.83917 -0.74042 0.2 0.6 0.1
C 0.07185 0.57799 0.05699 0.3 0.1 0.0
C 1.45098 0.48703 0.74990 -0.1 0.0 -0.7
C 1.64463 -0.81981 1.48784 0.1 -0.3 0.1
C 1.68127 1.64736 1.71020 -0.2 0.3 0.0
O -0.06808 -0.44656 -1.00595 0.2 -0.8 1.6
O -0.36895 -1.63318 -0.49188 0.7 1.4 -0.3
H -1.54662 2.69331 -2.11376 -0.1 -0.1 0.0
H -1.60364 0.91994 -2.00078 -0.1 0.2 0.0
H -2.28341 1.92606 -0.69688 0.1 -0.1 -0.2
H 0.67999 1.90952 -1.47932 -0.1 0.0 0.1
H -0.04173 2.71877 -0.08655 0.0 -0.3 -0.2
H -0.72595 0.43884 0.80696 0.1 -0.2 -0.4
H 2.20134 0.56235 -0.05599 -0.2 -0.1 0.1
H 1.02670 -0.83808 2.39670 0.1 -0.1 -0.2
H 1.38092 -1.66971 0.85459 0.2 0.0 0.3
H 2.69348 -0.90312 1.79910 -0.2 -0.1 0.0
H 0.92113 1.64398 2.50412 0.2 0.1 -0.1
H 2.66640 1.55547 2.18110 -0.2 0.0 -0.1
H 1.64764 2.61003 1.19294 0.0 -0.1 0.2
```
Forces are in eV/Å.

Results
Charge   0
HOMO level (alpha / beta)   -9.8990 / -10.1675 eV

Per-record relative energy (zero: lowest compared OMol25 entry of this formula, charge and spin), kJ/mol: 341.9 106.3 0.0 332.2 101.4 934.7